{"formula": "C5H12O4", "method": "ωB97M-V with the def2-TZVPD basis set", "elements": ["C", "C", "C", "C", "O", "H", "H", "H", "H", "H", "H", "H", "H", "H", "H", "O", "C", "O", "O", "H", "H"], "coordinates": [[-2.789, 0.203, -0.049], [-1.624, 1.088, 0.369], [-0.173, 0.351, 0.139], [-0.050, -1.025, 0.648], [0.235, 0.509, -1.228], [-2.849, -0.621, 0.626], [-2.683, -0.165, -1.083], [-3.675, 0.952, -0.089], [-1.453, 1.933, -0.209], [-1.706, 1.241, 1.364], [0.509, 1.037, 0.681], [-0.130, -1.762, -0.234], [1.003, -1.239, 1.107], [-0.834, -1.176, 1.438], [-0.425, 0.092, -1.813], [2.443, -1.224, -1.084], [2.795, -0.346, -0.353], [2.777, 0.943, -0.737], [3.325, -0.453, 0.880], [2.175, 1.156, -1.473], [3.128, -1.494, 1.097]], "atomic_forces_ev_per_a": [[-0.7427, 2.6444, -1.4822], [2.5142, -4.1847, -2.6401], [-0.9644, 3.1345, 0.1970], [0.9961, -2.4680, 0.4195], [-0.9300, -0.1523, -0.3048], [-0.7048, -0.4497, 0.4003], [-0.0088, -0.0088, 0.3422], [0.8594, -1.8950, 0.3919], [-0.3853, 1.8709, -0.8061], [-0.1595, 1.0655, 3.2094], [-0.1329, -0.4488, -0.2495], [-0.2318, 0.8799, 1.5442], [-2.1454, 0.3911, -0.6737], [0.8255, -0.3385, -0.7282], [0.4053, 0.1396, 0.4146], [0.0521, -1.0909, 0.5187], [0.1717, 1.5854, -1.7362], [0.7055, 0.5972, 1.1358], [-1.2174, -3.9209, 0.3771], [0.0416, -1.0302, 0.3271], [1.0516, 3.6795, -0.6568]], "smiles": "CC[C@@H](C)O.O=C(O)O", "multiplicity": 1}

{"formula": "C5H12O5", "method": "ωB97M-V with the def2-TZVPD basis set", "elements": ["C", "C", "C", "C", "O", "O", "H", "H", "H", "H", "H", "H", "H", "H", "H", "H", "O", "C", "O", "O", "H", "H"], "coordinates": [[-0.929, 1.405, 0.552], [-1.002, 0.023, -0.098], [-2.365, -0.629, 0.131], [-0.668, 0.102, -1.588], [0.018, -0.704, 0.617], [0.161, -2.038, 0.115], [-1.714, 2.041, 0.147], [-1.065, 1.320, 1.628], [0.038, 1.863, 0.354], [-3.144, -0.062, -0.376], [-2.590, -0.665, 1.196], [-2.359, -1.647, -0.256], [-1.382, 0.751, -2.093], [0.330, 0.512, -1.734], [-0.722, -0.886, -2.043], [0.965, -1.966, -0.430], [2.588, -0.836, -0.726], [2.664, 0.014, 0.095], [2.708, 1.311, 0.067], [2.758, -0.190, 1.539], [2.656, 1.368, 1.153], [3.053, -1.089, 1.748]], "atomic_forces_ev_per_a": [[0.0377, -0.3385, -0.0522], [-0.2236, -0.0250, -0.2647], [0.2781, 0.0248, 0.0188], [-0.0139, -0.0488, 0.2784], [0.1908, -0.0084, 0.0672], [-0.2379, 0.0964, -0.0801], [-0.0262, 0.0446, -0.0280], [-0.0353, 0.0075, 0.0714], [0.0314, 0.0760, -0.0389], [-0.0384, 0.0165, -0.0311], [-0.0180, 0.0076, 0.0400], [-0.0223, -0.0116, -0.0214], [-0.0680, 0.0331, -0.0255], [0.0501, -0.0054, -0.0238], [0.0213, -0.0052, -0.0335], [-0.0755, 0.1758, 0.1208], [0.2195, 0.0924, -0.3485], [0.2559, -0.7838, 2.8861], [-0.6353, 0.9897, 2.2989], [0.2609, -1.4828, -1.4361], [0.3722, 1.0852, -3.3683], [-0.3236, 0.0599, -0.0296]], "smiles": "CC(C)(C)OO.O=C(O)O", "multiplicity": 1}

{"formula": "C5H12OS", "method": "ωB97M-V with the def2-TZVPD basis set", "elements": ["C", "C", "C", "O", "H", "H", "H", "H", "H", "H", "C", "C", "S", "H", "H", "H", "H", "H", "H"], "coordinates": [[-1.193, 2.406, -1.406], [0.130, 2.075, -1.315], [1.124, 2.717, -0.355], [1.399, 1.807, 0.702], [-1.887, 1.823, -2.032], [-1.602, 3.257, -0.851], [0.490, 1.309, -2.010], [2.024, 3.025, -0.871], [0.660, 3.576, 0.092], [2.287, 1.923, 1.042], [-1.658, -1.108, 0.124], [-0.816, -2.323, -0.201], [0.473, -2.553, 1.133], [-1.135, -0.165, 0.227], [-2.188, -1.284, 1.032], [-2.433, -0.861, -0.637], [-1.422, -3.175, -0.216], [-0.271, -2.139, -1.117], [1.200, -3.495, 0.526]], "atomic_forces_ev_per_a": [[1.7683, -0.3856, 0.2063], [-1.6820, 0.4941, -0.3521], [-0.8384, -0.4892, -0.2284], [-0.0441, -0.5329, -0.0735], [0.5041, 0.4936, 0.1875], [0.0848, -0.4441, -0.0043], [0.0544, -0.0048, 0.5406], [0.3052, 0.0119, -0.2029], [-0.2628, 0.7469, 0.0050], [0.0863, 0.1255, -0.1025], [-0.6868, 0.6497, -0.6203], [1.4737, 1.6260, 0.5253], [-0.5607, 0.2829, -0.2634], [0.6041, -0.1024, 0.1320], [-0.4791, -0.0430, 0.8309], [0.4670, -0.6562, 0.1967], [-0.7231, -1.3277, -0.3384], [-0.0230, -0.3508, -0.3139], [-0.0478, -0.0939, -0.1247]], "smiles": "C=CCO.CCS", "multiplicity": 1}

{"formula": "C5H12OS", "method": "ωB97M-V with the def2-TZVPD basis set", "elements": ["C", "S", "C", "C", "C", "C", "O", "H", "H", "H", "H", "H", "H", "H", "H", "H", "H", "H", "H"], "coordinates": [[-1.574, 1.921, 1.278], [-1.225, 1.364, -0.515], [0.760, 1.121, -0.487], [1.242, -0.141, 0.448], [0.191, -1.166, 0.385], [-0.281, -1.552, -1.098], [0.925, -1.758, -1.944], [-2.698, 2.300, 1.539], [-1.178, 1.298, 2.170], [-0.938, 2.837, 1.354], [0.963, 1.064, -1.575], [1.145, 2.091, -0.060], [2.177, -0.394, -0.101], [1.464, 0.278, 1.396], [-0.766, -1.055, 0.927], [0.620, -2.100, 0.885], [-0.648, -2.541, -0.849], [-1.046, -0.931, -1.443], [0.868, -2.637, -2.309]], "atomic_forces_ev_per_a": [[-0.0923, 1.3651, 1.1081], [1.1407, 0.3315, 1.8107], [-1.5884, 0.5826, 1.5293], [-0.3626, 3.1962, -3.4978], [-0.4274, -3.0460, -0.4546], [3.5064, -2.4676, 2.5900], [-1.4633, 1.1336, 0.7031], [2.6666, -1.3023, -1.1487], [-0.8771, 0.2764, -1.8420], [-0.6629, -0.4448, 0.0348], [0.0689, -0.2574, 0.7997], [-0.2994, -0.9703, -0.6589], [-0.5627, -0.4970, 0.7707], [0.1863, 0.0329, 1.0317], [0.5905, 0.8420, -0.0117], [-0.4788, 0.7886, -0.8662], [-0.6748, -0.2646, -0.6497], [-0.5860, 0.9821, -1.0737], [-0.0836, -0.2811, -0.1747]], "smiles": "CSCCCCO", "multiplicity": 1}

{"formula": "C5H12OS2", "method": "ωB97M-V with the def2-TZVPD basis set", "elements": ["C", "C", "C", "O", "H", "H", "H", "H", "H", "H", "C", "C", "S", "S", "H", "H", "H", "H", "H", "H"], "coordinates": [[3.287, -2.740, 1.557], [2.582, -2.151, 0.546], [2.006, -0.775, 0.481], [1.611, -0.392, -0.849], [3.502, -3.803, 1.698], [3.588, -2.098, 2.401], [2.337, -2.704, -0.391], [1.077, -0.771, 1.159], [2.733, -0.009, 0.873], [1.381, 0.540, -0.807], [-1.090, 3.082, 0.978], [-1.800, 1.734, 0.766], [-1.364, 1.207, -0.928], [-1.757, -0.898, -0.865], [-1.266, 3.770, 0.117], [0.000, 3.077, 1.206], [-1.533, 3.637, 1.851], [-2.864, 1.848, 0.869], [-1.412, 0.969, 1.425], [-0.406, -1.163, -0.873]], "atomic_forces_ev_per_a": [[-1.1600, 1.7417, -0.6278], [0.8085, -1.8825, -0.2268], [-0.3845, 1.2647, 1.3689], [0.5273, -0.7547, 0.5492], [0.0223, 0.4289, -0.6872], [-0.2267, -0.3639, -0.2602], [0.0797, 0.0180, 0.9281], [1.1648, 0.1265, -0.7962], [-0.6416, -0.6935, -0.1278], [-0.1994, 0.0585, -0.1059], [-0.3254, 1.4200, 0.7365], [1.3599, 0.4498, -0.3804], [-0.5476, -1.0412, 0.0857], [1.1089, 1.1607, -0.0979], [0.2167, -0.5530, 0.4412], [-0.7115, -0.5158, -0.4718], [0.2009, -0.6392, -0.6784], [-0.3952, -0.0738, 0.0267], [-0.1296, -0.0774, 0.2968], [-0.7674, -0.0739, 0.0272]], "smiles": "C=CCO.CCSS", "multiplicity": 1}

{"formula": "C5H12OS2", "method": "ωB97M-V with the def2-TZVPD basis set", "elements": ["C", "C", "C", "S", "C", "H", "H", "H", "H", "H", "H", "H", "H", "C", "S", "O", "H", "H", "H", "H"], "coordinates": [[0.606, 1.008, 1.285], [0.909, 0.964, -0.010], [0.842, 2.187, -0.994], [1.477, -0.446, -0.844], [1.833, -1.706, 0.465], [0.280, 1.880, 1.844], [0.453, 0.056, 1.651], [0.425, 1.867, -1.916], [1.886, 2.449, -1.217], [0.440, 2.947, -0.421], [2.052, -2.623, -0.066], [0.792, -1.690, 0.944], [2.679, -1.469, 1.131], [-2.061, -1.627, -0.728], [-1.727, 0.212, -0.738], [-2.567, 0.916, 0.584], [-2.914, -1.892, -0.068], [-1.177, -2.232, -0.509], [-2.386, -1.723, -1.787], [-1.846, 0.922, 1.393]], "atomic_forces_ev_per_a": [[-0.1343, 1.1191, -0.9787], [0.3798, 1.7687, -0.8417], [2.8351, -2.8018, 1.3458], [1.1172, -0.7148, -0.2809], [-1.8966, 1.2804, 0.0299], [0.1046, -0.0200, -0.2664], [0.0930, -1.6128, 1.8441], [-0.9706, 0.1914, -0.6299], [-0.1812, 0.0612, 0.0074], [-1.4124, 1.7997, 0.4160], [-0.2745, -0.1864, -0.0284], [1.8797, -0.9054, 0.0054], [-0.6488, 0.2192, -0.2096], [-0.8371, 1.0509, -0.4653], [-1.6153, -0.3297, 0.6358], [3.2678, -0.9935, 1.9050], [0.5668, 0.3278, -0.3993], [-0.1046, 0.2414, 0.0064], [0.2788, -0.5505, 0.7502], [-2.4474, 0.0552, -2.8458]], "smiles": "C=C(C)SC.CSO", "multiplicity": 1}

Result set for LUMO level: 0.6 0.5 0.9 0.9 0.4 0.7 eV, one per record in the order listed.
Result set for frontier orbital gap: 0.39352 0.38732 0.35667 0.34088 0.34460 0.32631 Ha, one per record in the order listed.